Record 1
{"formula": "C4H12NS2", "method": "wB97M-V/def2-TZVPD", "species": ["N", "C", "C", "S", "S", "C", "C", "H", "H", "H", "H", "H", "H", "H", "H", "H", "H", "H", "H"], "coordinates": [[-0.619, -1.283, 2.244], [-0.234, -1.806, 0.903], [-1.379, -1.245, -0.171], [-0.774, -1.346, -1.844], [0.589, 1.375, 0.910], [0.639, 2.082, -0.762], [1.736, 1.423, -1.634], [-1.904, 0.604, 0.549], [-0.683, -1.955, 3.080], [-0.284, -0.277, 2.389], [0.649, -1.357, 0.637], [-0.190, -2.968, 0.850], [-2.345, -1.815, -0.169], [-1.560, -0.233, 0.288], [0.812, 3.160, -0.609], [-0.414, 1.912, -1.140], [1.362, 0.381, -1.947], [1.930, 2.016, -2.551], [2.667, 1.328, -1.023]], "forces_ev_per_a": [[0.9, -0.4, -0.4], [-3.7, -0.8, 3.3], [1.1, -5.6, -4.3], [-0.7, 1.2, 2.7], [-0.2, 0.4, -1.2], [-0.5, -1.4, 0.0], [-0.3, -0.5, 0.1], [0.9, -1.0, 0.0], [0.1, 1.8, -1.9], [-0.6, -2.6, 0.4], [2.2, 1.1, -1.1], [-0.3, 2.2, 0.0], [0.7, 0.7, 0.7], [-0.7, 3.4, 1.3], [-0.1, 0.0, 0.0], [1.2, 0.7, 0.1], [0.6, 1.4, 0.5], [-0.1, -0.3, 0.6], [-0.7, 0.0, -0.7]], "lowdin_charge": [-0.010, -0.243, -0.629, 0.781, 0.834, -0.608, -0.172, 0.296, 0.140, 0.012, 0.027, 0.167, 0.095, -0.067, 0.097, 0.076, 0.033, 0.087, 0.083], "total_charge": 1, "lumo_ev": -8.81}

=====

Record 2
{"formula": "C2HF2N3O", "method": "wB97M-V/def2-TZVPD", "species": ["C", "C", "N", "N", "N", "O", "F", "F", "H"], "coordinates": [[1.204, 0.448, -0.850], [0.288, 0.292, 0.210], [2.324, 0.786, -0.285], [0.855, 0.529, 1.344], [-2.638, -0.545, 0.011], [2.116, 0.836, 1.051], [-2.701, -1.085, 1.237], [-2.540, -1.600, -0.814], [1.091, 0.338, -1.905]], "forces_ev_per_a": [[0.1, 0.1, 0.7], [0.0, 0.1, 0.9], [0.7, 0.1, -0.7], [-1.8, -0.5, -0.3], [0.1, 0.3, 0.0], [0.8, 0.2, -0.4], [0.0, -0.1, -0.2], [0.0, -0.1, 0.2], [0.0, 0.0, -0.3]], "lowdin_charge": [-0.134, -0.006, 0.068, 0.044, 0.068, -0.082, -0.028, -0.034, 0.103], "lumo_ev": [-1.05, -2.00]}

=====

Record 3
{"formula": "C16H23N4O", "method": "wB97M-V/def2-TZVPD", "species": ["O", "H", "H", "H", "N", "C", "C", "C", "C", "H", "H", "H", "H", "H", "N", "C", "C", "C", "C", "H", "H", "H", "H", "H", "N", "C", "C", "C", "C", "H", "H", "H", "H", "H", "N", "C", "C", "C", "C", "H", "H", "H", "H", "H"], "coordinates": [[-0.053, -0.435, -0.071], [-1.117, -0.958, 0.021], [0.531, -0.809, 0.582], [-0.216, 0.616, 0.119], [2.051, 2.075, -3.317], [2.722, 1.252, -2.529], [1.907, 0.095, -2.303], [0.621, 0.394, -3.090], [0.791, 1.486, -3.729], [2.514, 2.780, -3.937], [3.393, 1.492, -2.045], [2.093, -0.722, -1.608], [-0.288, -0.401, -3.271], [0.300, 2.050, -4.445], [2.396, -1.461, 1.704], [1.538, -1.172, 2.658], [0.396, -1.923, 2.476], [0.841, -2.876, 1.491], [2.002, -2.534, 0.994], [3.322, -0.898, 1.789], [1.815, -0.347, 3.310], [-0.514, -2.150, 3.125], [0.224, -3.763, 0.941], [2.750, -2.982, 0.284], [-0.955, 2.384, 0.247], [-1.398, 2.232, 1.579], [-0.315, 2.058, 2.363], [0.987, 2.344, 1.479], [0.541, 2.596, 0.242], [-1.351, 2.739, -0.615], [-2.488, 2.475, 1.686], [-0.367, 1.979, 3.350], [2.127, 2.169, 1.751], [1.064, 2.863, -0.801], [-2.300, -2.034, -0.716], [-2.559, -2.306, 0.615], [-2.998, -1.079, 1.167], [-3.278, -0.134, 0.000], [-2.860, -0.840, -1.151], [-1.835, -2.783, -1.334], [-1.971, -3.154, 1.021], [-3.363, -0.666, 2.188], [-3.634, 0.979, 0.020], [-3.067, -0.632, -2.241]], "forces_ev_per_a": [[-4.8, 1.6, -0.4], [3.6, 1.5, -0.2], [0.5, -0.5, 1.1], [0.3, -2.3, -0.5], [-1.6, 1.6, -3.1], [-13.3, -7.9, -6.0], [-0.8, 2.7, -1.3], [-0.6, -7.4, 2.7], [3.5, 4.5, -0.5], [-0.7, -0.9, 1.1], [12.4, 4.1, 7.9], [-0.1, 0.3, -0.3], [2.5, 2.3, 0.7], [-1.3, 0.5, -1.2], [4.9, 2.7, 0.5], [-2.2, 1.8, 1.6], [-0.4, -2.2, 1.3], [-5.5, -3.5, -1.6], [4.5, -0.4, -2.3], [-2.0, -2.0, -1.0], [-0.5, -0.3, 0.1], [1.6, 1.0, -1.0], [1.4, 2.2, 1.9], [-1.4, 0.4, 0.7], [4.0, 0.8, -0.6], [-0.4, 1.0, -2.2], [2.4, 1.4, -4.9], [-0.1, -1.6, 2.4], [-1.9, -0.2, -2.4], [-1.0, 0.0, 0.7], [1.3, -0.9, 0.6], [0.2, -0.5, 4.0], [-2.8, 0.7, -0.3], [-1.3, -0.8, 2.7], [0.1, -2.0, -2.3], [1.5, 2.1, 1.2], [-1.9, 2.0, -0.8], [0.8, -1.1, 0.1], [-0.9, 1.0, 0.4], [-1.4, 1.8, 1.1], [-1.1, 0.7, 0.1], [1.1, -1.6, -1.7], [0.5, -2.7, 0.1], [0.8, -0.2, 1.5]], "lowdin_charge": [0.070, 0.198, 0.034, 0.144, 0.011, -0.130, -0.031, -0.134, -0.149, 0.176, -0.012, 0.064, 0.146, 0.092, -0.013, -0.176, -0.094, -0.166, -0.187, 0.218, 0.128, 0.134, 0.157, 0.152, -0.034, -0.150, -0.043, -0.072, -0.133, 0.135, 0.138, 0.041, 0.135, 0.154, -0.075, -0.132, -0.077, -0.089, -0.148, 0.207, 0.113, 0.132, 0.125, 0.139], "total_charge": 1, "lumo_ev": -2.13}

=====

Record 4
{"formula": "C30H23IrN4O3S4Te", "method": "wB97M-V/def2-TZVPD", "species": ["Ir", "O", "C", "N", "C", "C", "C", "C", "C", "C", "N", "C", "O", "C", "C", "C", "C", "C", "N", "C", "C", "C", "C", "C", "N", "H", "H", "H", "H", "H", "H", "H", "H", "H", "H", "H", "H", "O", "C", "S", "C", "C", "S", "S", "S", "C", "C", "C", "C", "C", "C", "Te", "C", "C", "C", "H", "H", "H", "H", "H", "H", "H", "H", "H", "H", "H"], "coordinates": [[1.051, -0.210, 0.484], [0.926, -2.153, 4.185], [0.416, -1.656, 3.179], [0.848, -0.538, 2.546], [1.740, 0.310, 3.261], [1.627, 0.552, 4.627], [2.504, 1.415, 5.267], [3.513, 2.047, 4.553], [3.635, 1.834, 3.188], [2.746, 0.978, 2.539], [2.732, 0.726, 1.160], [3.509, 1.313, 0.249], [4.467, 2.072, 0.396], [3.118, 0.904, -1.152], [3.949, 1.203, -2.214], [3.611, 0.768, -3.483], [2.450, 0.030, -3.648], [1.658, -0.232, -2.544], [1.975, 0.214, -1.323], [-0.827, -2.362, 2.678], [-0.836, -3.757, 2.731], [-1.986, -4.433, 2.369], [-3.106, -3.694, 2.002], [-3.005, -2.314, 2.010], [-1.893, -1.655, 2.331], [0.854, 0.052, 5.190], [2.395, 1.589, 6.331], [4.202, 2.715, 5.055], [4.397, 2.330, 2.609], [4.840, 1.775, -1.994], [4.246, 0.992, -4.331], [2.145, -0.343, -4.615], [0.736, -0.788, -2.627], [0.061, -4.269, 3.048], [-2.015, -5.516, 2.379], [-4.034, -4.175, 1.720], [-3.856, -1.697, 1.729], [-0.948, -6.272, -1.964], [-0.588, -5.207, -1.537], [0.974, -4.947, -0.737], [0.776, -3.240, -0.414], [-0.419, -2.674, -0.822], [-0.819, -1.058, -0.540], [-1.557, -3.729, -1.636], [2.016, -2.400, 0.380], [-4.005, 2.046, -4.412], [-3.119, 2.094, -3.196], [-1.832, 2.604, -3.263], [-0.999, 2.661, -2.144], [0.373, 3.257, -2.322], [-1.466, 2.176, -0.912], [-0.222, 2.117, 0.823], [-2.790, 1.703, -0.819], [-3.390, 1.242, 0.487], [-3.583, 1.659, -1.962], [-3.433, 2.225, -5.324], [-4.790, 2.804, -4.357], [-4.497, 1.075, -4.505], [-1.457, 2.975, -4.213], [0.425, 3.818, -3.258], [1.138, 2.485, -2.353], [0.631, 3.914, -1.493], [-2.895, 0.342, 0.860], [-4.455, 1.036, 0.362], [-3.263, 1.993, 1.265], [-4.597, 1.275, -1.881]], "forces_ev_per_a": [[0.2, -0.3, 0.2], [-0.1, 0.1, -0.1], [0.2, 0.1, 0.1], [-0.3, 0.2, 0.0], [0.1, -0.1, 0.0], [0.0, 0.0, 0.0], [0.0, 0.0, 0.0], [0.0, 0.0, 0.0], [0.0, 0.0, 0.0], [0.0, 0.0, 0.1], [0.0, 0.0, 0.0], [0.0, 0.0, 0.0], [0.1, 0.0, 0.1], [0.0, 0.0, 0.0], [0.0, 0.1, -0.1], [0.0, 0.0, 0.0], [-0.1, 0.0, 0.1], [0.0, 0.2, 0.0], [0.0, 0.1, 0.0], [0.1, -0.1, -0.1], [0.0, 0.0, -0.2], [0.0, 0.1, 0.0], [0.1, 0.0, 0.0], [-0.1, 0.0, 0.0], [0.0, 0.2, -0.1], [0.0, 0.0, 0.0], [0.0, 0.0, 0.0], [0.0, 0.0, 0.0], [0.0, 0.0, 0.0], [0.0, 0.0, 0.0], [0.0, 0.0, 0.0], [0.0, 0.0, 0.0], [0.0, 0.0, 0.0], [0.0, 0.0, 0.0], [0.0, 0.0, 0.0], [0.0, 0.0, 0.0], [0.0, -0.1, 0.0], [0.0, 0.1, 0.0], [0.0, -0.1, 0.0], [0.0, 0.0, 0.0], [0.1, 0.0, 0.0], [0.0, 0.0, 0.1], [-0.3, -0.1, 0.1], [0.0, 0.0, 0.0], [0.0, 0.1, 0.0], [0.0, 0.0, 0.0], [0.0, 0.0, 0.0], [0.0, 0.0, 0.0], [0.0, 0.0, 0.1], [-0.1, 0.0, 0.0], [-0.1, -0.1, 0.0], [0.2, 0.1, -0.1], [0.0, 0.0, 0.0], [0.0, -0.1, -0.1], [0.0, 0.0, 0.0], [0.0, 0.0, 0.0], [0.0, 0.0, 0.0], [0.0, 0.0, 0.0], [0.0, 0.0, 0.0], [0.0, 0.0, 0.0], [0.1, -0.1, 0.0], [0.0, 0.0, 0.0], [0.0, 0.0, 0.0], [0.0, 0.0, 0.0], [0.0, 0.0, 0.0], [0.0, 0.0, 0.0]], "lowdin_charge": [0.712, 0.029, -0.504, -0.107, -0.242, -0.026, -0.103, -0.107, -0.018, -0.229, -0.101, -0.487, 0.022, -0.182, 0.009, -0.051, -0.048, -0.125, -0.097, -0.228, -0.015, -0.068, -0.078, -0.157, 0.110, 0.110, 0.092, 0.091, 0.092, 0.120, 0.107, 0.107, 0.084, 0.119, 0.105, 0.097, 0.101, -0.064, -1.018, 0.966, -1.130, -1.096, 0.647, 0.969, 0.677, -0.062, -0.282, -0.032, -0.312, -0.087, -0.536, 0.975, -0.348, -0.117, -0.031, 0.068, 0.076, 0.074, 0.107, 0.073, 0.048, 0.048, 0.017, 0.072, 0.055, 0.112], "total_charge": -1, "multiplicity": 2, "lumo_ev": [2.25, 0.60]}

=====

Record 5
{"formula": "C6H8O3", "method": "wB97M-V/def2-TZVPD", "species": ["C", "C", "C", "C", "O", "O", "C", "C", "O", "H", "H", "H", "H", "H", "H", "H", "H"], "coordinates": [[0.961, 0.568, -0.287], [-1.763, -1.278, 1.040], [1.787, -0.331, -1.199], [0.958, 0.006, 1.149], [-0.424, -0.897, 0.762], [1.424, 1.881, -0.334], [-0.531, 0.491, -0.461], [-1.417, 1.302, -0.848], [1.199, 0.319, 2.249], [0.616, 2.423, -0.162], [-2.272, -1.497, 0.100], [-1.732, -2.182, 1.648], [-2.280, -0.461, 1.552], [2.844, -0.278, -0.927], [1.458, -1.370, -1.151], [1.665, 0.029, -2.222], [-2.493, 1.275, -0.908]], "forces_ev_per_a": [[0.2, -0.6, -0.3], [0.4, 0.0, 1.1], [0.1, 0.2, -0.3], [-2.5, 1.2, 2.3], [1.1, -0.2, -0.8], [-0.6, -0.1, 0.4], [0.9, 2.3, -0.8], [-0.1, -1.7, 0.2], [0.2, -1.2, -1.9], [0.7, -0.3, -0.3], [0.2, 0.1, -0.1], [-0.2, 0.1, 0.1], [-0.1, -0.2, 0.0], [-0.1, 0.1, 0.0], [-0.1, 0.1, 0.1], [0.0, 0.0, 0.1], [0.1, 0.3, 0.1]], "lowdin_charge": [-0.517, -0.089, 0.012, -0.097, -0.218, 0.037, -0.179, 0.107, 0.244, 0.119, 0.090, 0.085, 0.093, 0.096, 0.095, 0.100, 0.021], "lumo_ev": -0.04}